{"formula": "C5H6O", "method": "ωB97M-V/def2-TZVPD", "smiles": "C#CC[C@H]1CO1", "lumo_ha": 0.038, "e_above_lowest_kcal_mol": 64.00, "orbital_gap_ha": 0.4124, "e_homo_ev": -10.2, "symbols": ["C", "C", "C", "C", "C", "O", "H", "H", "H", "H", "H", "H"], "xyz": [[2.82791, -0.02348, 0.22054], [1.68345, -0.37237, 0.08512], [0.28857, -0.81368, -0.00035], [-0.70003, 0.27402, 0.38649], [-1.75926, 0.72097, -0.51912], [-2.03492, -0.16937, 0.55312], [3.84691, 0.26307, 0.36151], [0.15257, -1.65296, 0.69180], [0.05725, -1.19317, -1.00323], [-0.35109, 0.96586, 1.15468], [-1.82983, 0.28083, -1.51412], [-2.18152, 1.72029, -0.41645]], "atomic_forces_ev_per_a": [[-0.5, -0.2, 0.0], [0.5, 0.2, 0.1], [0.0, -0.1, 0.0], [0.2, 0.1, 0.1], [0.0, 0.2, -0.2], [-0.1, -0.1, 0.1], [-0.2, 0.0, -0.1], [0.0, 0.1, -0.1], [0.1, 0.1, 0.2], [-0.1, -0.1, -0.1], [0.0, 0.1, 0.1], [0.1, -0.2, 0.0]], "mulliken_charge": [0.1597, -0.4815, -0.6503, 0.0463, -0.4233, -0.4109, 0.4015, 0.2428, 0.2844, 0.3808, 0.2116, 0.2388]}